C28H42BN8O2S3SbSe4V as an isolated structure. Source: OMol25; level of theory: wB97M-V/def2-TZVPD.

Element x y z (Å)
V 0.068 0.937 1.419
C 4.098 -2.753 1.500
C 3.209 -3.553 0.549
C 4.099 -4.507 -0.250
C 2.166 -4.388 1.293
N 2.533 -2.620 -0.394
C 2.778 -2.571 -1.755
C 2.001 -1.602 -2.266
N 1.265 -1.044 -1.240
B 0.374 0.200 -1.571
N 1.309 1.421 -1.782
C 1.271 2.200 -2.915
C 2.099 3.245 -2.740
N 2.663 3.112 -1.476
C 2.151 1.990 -0.903
S 2.394 1.407 0.681
C 3.460 4.143 -0.759
C 2.616 4.748 0.365
C 3.826 5.243 -1.753
C 4.758 3.513 -0.243
N -0.758 0.316 -0.522
C -1.874 -0.612 -0.826
C -3.059 0.146 -0.418
N -2.769 1.265 0.143
C -1.331 1.496 0.086
S -0.574 3.012 -0.093
C -3.793 2.042 0.962
C -5.143 1.919 0.256
C -3.445 3.516 1.100
C -3.847 1.375 2.336
C 1.599 -1.663 -0.081
S 1.000 -1.371 1.483
H 4.589 -3.447 2.186
H 4.863 -2.216 0.936
H 3.525 -2.032 2.079
H 4.565 -5.196 0.453
H 3.521 -5.098 -0.963
H 4.891 -3.973 -0.778
H 2.676 -5.183 1.844
H 1.599 -3.783 1.995
H 1.477 -4.832 0.575
H 3.455 -3.237 -2.251
H 1.896 -1.256 -3.279
H -0.101 0.016 -2.678
H 0.641 1.944 -3.748
H 2.349 4.047 -3.407
H 1.713 5.198 -0.050
H 2.316 3.990 1.086
H 3.189 5.517 0.886
H 2.945 5.798 -2.080
H 4.493 5.943 -1.252
H 4.346 4.843 -2.627
H 4.568 2.813 0.565
H 5.267 2.987 -1.054
H 5.416 4.304 0.121
H -1.880 -0.809 -1.905
H -4.062 -0.246 -0.441
H -5.091 2.302 -0.766
H -5.527 0.898 0.243
H -5.854 2.524 0.817
H -3.320 3.999 0.130
H -4.269 3.979 1.645
H -2.550 3.663 1.696
H -4.320 0.394 2.263
H -2.844 1.251 2.747
H -4.402 2.019 3.021
Se -1.083 4.316 7.304
Sb -2.430 2.972 5.814
Se -0.311 2.723 3.271
Se -0.200 0.491 3.807
Se -4.309 4.257 4.932
O 0.437 -4.528 -1.694
C -0.959 -4.800 -1.649
N -1.706 -3.958 -2.547
C -2.976 -3.457 -2.145
O -3.911 -3.630 -2.933
C -3.077 -2.807 -0.866
C -4.326 -2.740 -0.261
C -4.476 -2.218 1.010
C -3.270 -1.979 1.737
N -2.072 -1.988 1.257
C -1.941 -2.067 -0.186
H 0.543 -3.681 -2.147
H -1.337 -4.658 -0.636
H -1.074 -5.855 -1.922
H -1.841 -4.370 -3.461
H -5.170 -3.159 -0.798
H -5.427 -2.219 1.524
H -3.342 -1.835 2.816
H -0.964 -2.495 -0.420

Summary:
Total charge: -2
Spin multiplicity: 2
Electronic energy: -372533.39684 eV
ΔE to the lowest compared entry with this formula, charge and spin: 0.000 eV
LUMO (alpha / beta): 3.568 / 3.571 eV

Here are the Mulliken charges for atoms 1 to 8, given in e: 0.636 -1.524 1.217 -2.234 -1.387 1.323 -0.227 -1.884



C28H42Cl2IrNPS as an isolated structure at a distorted geometry. Source: OMol25; level of theory: wB97M-V/def2-TZVPD.

Element x y z (Å)
P 0.096 -0.824 -0.555
C 1.664 -0.184 -1.433
C 1.891 -0.555 -2.905
C 3.279 -0.118 -3.383
C 3.592 1.352 -3.073
C 3.192 1.810 -1.663
C 1.794 1.331 -1.247
C -1.337 0.068 -1.407
C -1.196 0.250 -2.913
C -2.492 0.795 -3.518
C -2.958 2.079 -2.822
C -2.900 2.050 -1.286
C -1.623 1.407 -0.720
C -0.073 -2.491 -1.402
C 1.124 -3.369 -1.012
C 1.038 -4.782 -1.610
C -0.306 -5.478 -1.361
C -1.519 -4.581 -1.640
C -1.405 -3.166 -1.046
H 2.439 -0.681 -0.819
H 1.145 -0.049 -3.528
H 1.760 -1.631 -3.081
H 3.342 -0.281 -4.466
H 4.035 -0.767 -2.921
H 4.661 1.533 -3.226
H 3.069 1.980 -3.804
H 3.922 1.432 -0.933
H 3.219 2.905 -1.618
H 1.602 1.604 -0.199
H 1.042 1.841 -1.869
H -2.195 -0.598 -1.208
H -3.270 0.022 -3.459
H -0.922 -0.689 -3.413
H -0.396 0.976 -3.109
H -2.326 0.994 -4.585
H -3.979 2.316 -3.143
H -2.332 2.907 -3.178
H -2.986 3.073 -0.900
H -3.765 1.488 -0.907
H -1.748 1.232 0.357
H -0.768 2.089 -0.840
H -0.056 -2.291 -2.490
H 2.067 -2.903 -1.331
H 1.165 -3.439 0.086
H 1.214 -4.725 -2.693
H 1.849 -5.392 -1.197
H -0.344 -5.804 -0.313
H -0.368 -6.382 -1.980
H -2.423 -5.055 -1.246
H -1.658 -4.498 -2.727
H -2.249 -2.565 -1.411
H -1.504 -3.213 0.049
Ir 0.043 0.085 2.971
Cl -2.060 -0.395 2.293
Cl 2.241 0.038 2.504
C -0.401 1.456 4.232
H -0.824 1.191 5.222
C -0.428 2.864 3.874
C -1.081 3.849 4.672
C -1.237 5.127 4.163
C -0.746 5.461 2.885
C -0.075 4.495 2.121
C 0.105 3.206 2.612
H -1.507 3.568 5.643
H -1.771 5.878 4.748
H 0.288 4.747 1.127
H 0.592 2.436 2.002
H -0.913 6.466 2.488
S -0.665 -2.353 6.839
C 0.946 -1.637 6.910
C 1.214 -0.955 5.744
N 0.156 -0.990 4.826
C -0.913 -1.658 5.292
H 1.640 -1.727 7.733
H 2.121 -0.414 5.472
H -1.831 -1.762 4.722

Summary:
Total charge: -1
Spin multiplicity: 5
Electronic energy: -79215.42754 eV
ΔE to the lowest compared entry with this formula, charge and spin: 0.094 eV
LUMO (alpha / beta): 2.335 / 2.298 eV

Here are the Mulliken charges for atoms 1 to 8, given in e: 1.009 0.024 -0.234 -1.034 -0.650 -0.869 0.095 0.578



C28H42CrN3O3SSb as an isolated structure. Source: OMol25; level of theory: wB97M-V/def2-TZVPD.

Element x y z (Å)
Cr 1.235 -0.495 -0.345
C 0.607 -0.055 2.898
N 1.547 -0.326 1.820
C 2.813 -0.276 2.090
C 3.813 -0.449 1.095
C 5.202 -0.469 1.250
C 5.731 -0.656 -0.028
C 4.632 -0.741 -0.887
N 3.469 -0.613 -0.227
C 0.686 1.338 3.487
C 0.414 1.529 4.837
C 0.412 2.803 5.386
C 0.686 3.901 4.585
C 0.961 3.716 3.237
C 0.964 2.443 2.687
H 0.726 -0.797 3.698
H -0.397 -0.198 2.490
H 3.157 -0.075 3.107
H 5.744 -0.352 2.176
H 6.771 -0.720 -0.307
H 4.656 -0.877 -1.961
H 0.209 0.671 5.468
H 0.204 2.937 6.440
H 0.690 4.897 5.010
H 1.172 4.567 2.603
H 1.168 2.311 1.632
C 0.510 1.902 -3.903
C 1.479 1.475 -2.813
C 2.921 1.789 -3.177
O 1.324 0.038 -2.605
C 1.138 2.196 -1.487
O 1.043 3.413 -1.525
O 0.968 1.467 -0.443
H 0.726 1.366 -4.830
H 0.606 2.972 -4.075
H -0.521 1.692 -3.609
H 3.186 1.323 -4.132
H 3.598 1.439 -2.400
H 3.036 2.867 -3.278
H 1.905 -0.413 -3.227
S 1.941 -5.007 -1.080
C 0.619 -4.817 -0.011
C 0.412 -3.501 0.246
N 1.265 -2.648 -0.407
C 2.126 -3.316 -1.138
H 0.082 -5.661 0.389
H -0.335 -3.085 0.903
H 2.912 -2.833 -1.695
C -2.376 2.239 -1.413
C -2.860 1.244 -0.364
C -2.641 1.823 1.033
Sb -1.844 -0.658 -0.497
C -2.673 -1.461 -2.335
C -2.090 -0.769 -3.563
C -2.398 -2.962 -2.409
C -3.121 -1.829 0.835
C -4.602 -1.519 0.649
C -2.749 -1.760 2.313
H -2.897 3.193 -1.288
H -2.562 1.901 -2.434
H -1.309 2.443 -1.303
H -3.923 1.038 -0.517
H -1.579 2.017 1.209
H -3.000 1.165 1.826
H -3.166 2.776 1.137
H -3.753 -1.290 -2.300
H -0.999 -0.843 -3.578
H -2.341 0.292 -3.608
H -2.470 -1.235 -4.476
H -1.331 -3.176 -2.292
H -2.698 -3.357 -3.384
H -2.935 -3.531 -1.650
H -2.935 -2.852 0.497
H -4.847 -0.533 1.050
H -5.216 -2.247 1.187
H -4.912 -1.538 -0.397
H -2.852 -0.753 2.719
H -1.724 -2.079 2.511
H -3.410 -2.409 2.896

Summary:
Spin multiplicity: 5
Electronic energy: -86126.12316 eV
ΔE to the lowest compared entry with this formula, charge and spin: 0.684 eV
LUMO (alpha / beta): 0.098 / 0.070 eV

Here are the Mulliken charges for atoms 1 to 8, given in e: 0.628 -0.843 0.583 0.044 -0.098 -1.271 -0.897 -0.844